Entry 1:
The following is a quantum chemistry calculation of 21 unconnected molecules or ions with the total composition C36H42BCl60N3O3S, from the OMol25 dataset.

HOMO   -7.66 eV
HOMO-LUMO gap   7.17 eV
E_LUMO   -0.49 eV

Each line ends with the Löwdin charge.
Geometry (Å):
C 5.25945 -3.19136 2.49247  -0.055
C 5.40714 -1.61074 2.78059  -0.430
O 6.03262 -1.28873 3.82414  0.022
O 4.78331 -0.71062 1.86793  -0.093
C 5.42937 0.58612 1.91286  -0.195
C 4.48157 1.70928 2.65742  -0.159
C 3.62416 1.10814 3.87121  -0.133
C 2.05952 0.85597 3.49884  -0.243
C 1.57321 0.74083 2.01820  -0.154
N 0.23362 0.56299 1.56157  0.051
C -0.62721 0.50399 2.70968  -0.136
C -2.17890 0.35151 2.41045  -0.098
C -2.76709 0.29186 0.91121  -0.184
C -2.43031 -1.15024 0.23507  -0.234
C -2.69319 -2.35820 1.28668  -0.572
S -1.09992 -2.88015 2.08986  0.634
C -3.25535 0.27792 3.55128  -0.033
C -2.80057 0.30766 5.05081  -0.009
C -1.29053 0.45367 5.35490  -0.007
B -0.77450 0.49174 6.89443  -0.508
N -0.88119 -0.80382 7.68328  0.094
O -0.24120 1.66966 7.52728  0.067
C -0.20763 0.57098 4.19791  -0.111
N 1.16152 0.74727 4.60666  0.104
H 5.56602 -3.74094 3.46427  0.104
H 4.12898 -3.37972 2.37472  -0.019
H 5.86239 -3.54682 1.59453  0.014
H 6.50066 0.57447 2.30389  0.057
H 5.49939 0.95644 0.81661  0.056
H 3.86041 2.20954 1.83420  0.106
H 5.17544 2.55182 3.08165  0.049
H 4.07343 0.18575 4.37037  0.093
H 3.59142 1.92620 4.69264  0.124
H 2.38424 0.81497 1.20046  0.076
H -3.90615 0.46517 0.93936  0.065
H -2.30514 1.14322 0.29899  0.072
H -1.31385 -1.18221 -0.02914  0.066
H -3.00971 -1.34259 -0.72906  0.076
H -3.45161 -2.06627 2.09025  0.036
H -3.15817 -3.24331 0.70812  0.046
H -1.43608 -3.77144 3.11148  -0.125
H -4.38793 0.19031 3.32756  -0.006
H -3.54960 0.25760 5.91103  0.102
H -1.76865 -1.23267 7.34120  0.068
H -0.14194 -1.46776 7.39780  -0.045
H 0.63275 1.43698 7.92875  0.109
C -6.87050 -1.79457 1.35759  -1.462
Cl -5.88707 -3.25354 1.19933  0.551
Cl -6.33667 -0.82169 2.74045  0.577
Cl -6.81471 -0.83550 -0.13031  0.492
H -7.90232 -2.09630 1.53029  0.022
C 8.30812 -3.34445 -0.47437  -1.551
Cl 8.39326 -4.21376 1.06540  0.537
Cl 6.76818 -3.66383 -1.29109  0.533
Cl 8.52182 -1.60430 -0.22169  0.515
H 9.11595 -3.70078 -1.11370  -0.089
C -4.61967 0.22701 -3.63111  -1.522
Cl -3.23674 0.82789 -2.70612  0.539
Cl -4.53962 -1.53296 -3.80140  0.527
Cl -6.13854 0.70931 -2.86055  0.481
H -4.58433 0.66941 -4.62459  -0.051
C -4.76873 3.97339 1.27685  -1.496
Cl -3.44720 3.88618 0.10311  0.500
Cl -5.82058 2.55896 1.12924  0.497
Cl -4.13261 4.10801 2.92262  0.537
H -5.35868 4.86313 1.06344  0.017
C -1.09999 5.83051 -2.91316  -1.512
Cl -0.81859 5.48851 -4.62627  0.525
Cl -2.58618 6.76974 -2.70184  0.553
Cl -1.17892 4.32842 -1.98410  0.503
H -0.26549 6.42137 -2.53988  0.020
C -9.65643 2.07785 -0.01451  -1.536
Cl -8.33259 2.00570 -1.18629  0.463
Cl -10.70151 0.65778 -0.16457  0.511
Cl -9.02300 2.21052 1.63265  0.511
H -10.24959 2.96552 -0.22655  -0.086
C -2.35753 0.65225 -7.11546  -1.546
Cl -3.76492 -0.11039 -7.87105  0.522
Cl -2.86373 1.96536 -6.04180  0.546
Cl -1.40456 -0.54450 -6.22661  0.530
H -1.73199 1.07362 -7.90174  -0.082
C 9.21021 1.91905 3.76300  -1.494
Cl 10.38472 3.20477 3.44419  0.524
Cl 7.56132 2.56279 3.74264  0.570
Cl 9.38674 0.61566 2.57529  0.527
H 9.40612 1.51337 4.75393  0.022
C -5.96065 7.00071 -4.05182  -1.553
Cl -6.87894 7.54705 -2.64014  0.507
Cl -6.45713 5.36923 -4.52296  0.522
Cl -6.16562 8.12747 -5.40077  0.523
H -4.90530 6.97412 -3.78569  -0.068
C -7.83943 -6.07283 -1.20334  -1.535
Cl -7.01284 -4.62657 -1.80094  0.503
Cl -6.92840 -7.52933 -1.62722  0.520
Cl -8.07697 -5.97606 0.54830  0.505
H -8.81694 -6.12964 -1.67872  0.015
C 2.21858 -2.73941 -0.82775  -1.479
Cl 0.85459 -3.52264 -1.64016  0.528
Cl 1.65852 -1.41958 0.21129  0.609
Cl 3.13820 -3.91593 0.11415  0.570
H 2.87453 -2.31866 -1.58804  0.018
C 12.15740 -5.11443 -0.59957  -1.500
Cl 12.23869 -5.98126 0.93978  0.506
Cl 10.61984 -5.43983 -1.41404  0.573
Cl 12.36999 -3.37604 -0.34679  0.537
H 12.96498 -5.46964 -1.23713  0.018
C 2.54759 -3.04872 4.97052  -1.456
Cl 1.56062 -2.53217 6.34307  0.612
Cl 2.13695 -4.70460 4.49803  0.545
Cl 2.34578 -1.94430 3.60450  0.676
H 3.59313 -3.02859 5.27504  0.022
C -1.00690 0.19784 -11.30285  -1.501
Cl -2.41251 -0.56526 -12.05725  0.538
Cl -1.51308 1.51189 -10.23091  0.573
Cl -0.05365 -0.99785 -10.41118  0.554
H -0.38185 0.61812 -12.08874  0.020
C -10.14734 7.03714 -0.29070  -1.526
Cl -8.75808 7.60893 0.64427  0.517
Cl -10.10674 5.27490 -0.44993  0.575
Cl -11.66092 7.55920 0.46168  0.533
H -10.09205 7.47192 -1.28725  0.011
C 11.17073 -7.59947 4.78682  -1.537
Cl 12.80255 -6.97563 5.06897  0.518
Cl 10.20179 -7.49735 6.26375  0.522
Cl 10.38848 -6.71836 3.46668  0.487
H 11.24917 -8.64664 4.50036  0.017
C 7.51580 5.17319 0.77892  -1.524
Cl 6.51604 5.71472 2.13503  0.519
Cl 7.11429 3.50776 0.33640  0.500
Cl 7.31575 6.25185 -0.60978  0.518
H 8.55910 5.20340 1.08867  0.011
C -14.18531 -0.74638 1.50403  -1.539
Cl -13.65118 -1.03685 -0.15839  0.500
Cl -15.25584 -2.04554 2.04902  0.519
Cl -12.79477 -0.59140 2.58703  0.509
H -14.74242 0.18845 1.52619  0.017
C 5.36680 2.28097 -3.33529  -1.527
Cl 5.46698 1.44476 -1.77857  0.518
Cl 3.82652 1.92871 -4.13184  0.523
Cl 5.57055 4.02478 -3.11850  0.513
H 6.17234 1.91829 -3.97121  0.018
C 2.93069 -2.57320 -12.16420  -1.558
Cl 2.68227 -2.54716 -13.91617  0.515
Cl 2.86800 -4.23165 -11.55105  0.519
Cl 4.47121 -1.81121 -11.74250  0.516
H 2.12874 -2.00515 -11.69676  -0.056

Entry 2:
The following is a quantum chemistry calculation of a molecular structure, C36H42BrMgN7O5SSi, from the OMol25 dataset.

HOMO   -7.66 eV
HOMO-LUMO gap   6.69 eV
E_LUMO   -0.97 eV

Each line ends with the Löwdin charge.
Geometry (Å):
Mg 0.87767 0.33135 -0.11095  0.508
C 0.85693 0.20970 4.32338  -0.092
C 1.13031 0.57978 3.01604  -0.052
N 0.65897 -0.11435 1.98770  0.117
C -0.10963 -1.18304 2.24981  -0.156
C -0.37657 -1.53330 3.57300  -0.047
N 0.10315 -0.84942 4.59980  0.101
C -0.64012 -1.90394 1.08011  -0.197
C -1.48537 -3.00308 1.13449  0.080
C -1.97568 -3.54077 -0.05201  -0.127
C -1.57269 -2.95873 -1.25359  0.077
C -0.70083 -1.88368 -1.22335  -0.213
N -0.24336 -1.39258 -0.07620  -0.012
C -0.18054 -1.17577 -2.40778  -0.177
C -0.32123 -1.62923 -3.71759  -0.045
N 0.18114 -0.97135 -4.75216  0.102
C 0.82315 0.16381 -4.49880  -0.092
C 0.97169 0.63539 -3.20352  -0.062
N 0.48684 -0.03837 -2.16923  0.101
C -2.94103 -4.65888 -0.03310  -0.173
C -2.82872 -5.70894 0.87294  -0.011
C -3.78154 -6.71542 0.85631  -0.135
N -4.81235 -6.73704 0.01770  0.061
C -4.91866 -5.73522 -0.84929  -0.135
C -4.01864 -4.68423 -0.91555  -0.012
H 1.24649 0.76722 5.16536  0.114
H 1.72956 1.44800 2.78514  0.102
H -0.99946 -2.38332 3.82276  0.115
H -1.79905 -3.41863 2.08179  0.117
H -1.93871 -3.35107 -2.19208  0.118
H -0.83995 -2.55245 -3.94564  0.117
H 1.23319 0.69285 -5.34947  0.114
H 1.48432 1.56328 -2.98067  0.114
H -1.99485 -5.75931 1.56158  0.115
H -3.71888 -7.54974 1.54601  0.108
H -5.77150 -5.77387 -1.51782  0.108
H -4.16330 -3.88030 -1.62532  0.114
C 4.20160 -0.93708 -3.25127  -0.045
C 5.33018 -1.35576 -2.30886  -0.647
C 6.63919 -0.73879 -2.79756  -0.035
C 5.46512 -2.87640 -2.25200  -0.034
O 5.13147 -0.84584 -0.98728  -0.165
Si 3.82213 -0.69762 -0.00960  -0.160
S 2.38241 -2.11686 -0.37445  0.498
O 4.32176 -0.58358 1.54220  -0.150
C 4.93698 -1.46112 2.48203  -0.646
C 6.34621 -1.80266 2.00392  -0.022
C 4.10979 -2.72973 2.67826  -0.045
C 4.99745 -0.68221 3.79589  -0.027
O 3.13329 0.82580 -0.20902  -0.210
C 3.82514 2.11271 -0.08605  -0.583
C 5.35087 2.02415 -0.00611  -0.024
C 3.33141 2.79867 1.18546  -0.026
C 3.42987 2.92496 -1.31556  -0.024
H 4.48067 -1.16532 -4.28183  0.091
H 4.03514 0.13935 -3.16308  0.075
H 3.28078 -1.46780 -3.00966  0.047
H 6.91104 -1.15712 -3.76780  0.086
H 7.43867 -0.94208 -2.08399  0.088
H 6.53787 0.34365 -2.90468  0.080
H 5.54812 -3.29533 -3.25677  0.088
H 4.58974 -3.30370 -1.76611  0.047
H 6.35591 -3.14252 -1.67949  0.085
H 6.29728 -2.37224 1.07431  0.079
H 6.87611 -2.39022 2.75444  0.087
H 6.90034 -0.88261 1.80978  0.090
H 4.04862 -3.29498 1.74978  0.056
H 3.09514 -2.46495 2.98214  0.076
H 4.56170 -3.35321 3.45231  0.089
H 5.49489 0.27670 3.63963  0.085
H 5.54441 -1.24873 4.55049  0.087
H 3.98527 -0.49603 4.16054  0.070
H 5.66188 1.56736 0.93201  0.082
H 5.76617 3.03128 -0.05395  0.094
H 5.76622 1.43724 -0.82012  0.071
H 3.60769 2.17943 2.04050  0.079
H 2.25196 2.93611 1.14458  0.063
H 3.81207 3.77147 1.29693  0.096
H 3.76839 2.42138 -2.22379  0.081
H 3.88693 3.91416 -1.27897  0.092
H 2.34478 3.03827 -1.34182  0.062
Br -1.13042 7.51049 0.09120  0.733
C -1.84430 5.75292 0.05149  -0.661
C -3.21826 5.56303 0.03598  -0.185
N -3.76439 4.35274 0.02030  0.075
C -2.96002 3.29577 0.01634  -0.072
C -1.57289 3.39449 0.01891  -0.097
C -1.00150 4.65876 0.03871  -0.046
C -0.71437 2.16227 -0.01146  -0.578
O -1.24775 1.04035 0.09024  0.014
O 0.53833 2.30828 -0.14439  -0.068
H -3.89953 6.40590 0.03426  0.104
H -3.43130 2.32079 0.01084  0.121
H 0.07402 4.77327 0.04491  0.116

Entry 3:
The following is a quantum chemistry calculation of 4 unconnected molecules or ions with the total composition C36H42ClN6, from the OMol25 dataset.

HOMO (spin up / spin down)   -23.36 / -23.36 eV
HOMO-LUMO gap (spin up / spin down)   7.45 / 5.62 eV
E_LUMO (spin up / spin down)   -15.92 / -17.74 eV
Charge   +6
Multiplicity   2

Each line ends with the Löwdin charge.
Geometry (Å):
C -3.34419 -1.77723 -2.84901  0.080
N -2.12662 -0.90818 -2.59412  -0.067
C -2.06536 -0.09040 -1.51191  0.049
C -0.93229 0.73956 -1.33635  0.057
C 0.18520 0.61402 -2.16921  -0.120
C 0.10712 -0.36586 -3.19157  0.053
C -1.08995 -1.08835 -3.41616  0.016
C 1.46734 1.30622 -1.87190  -0.131
C 1.72372 1.89908 -0.60951  -0.006
C 2.83310 2.67898 -0.36703  0.002
N 3.71945 2.93613 -1.41943  -0.056
C 3.50032 2.46235 -2.66737  0.078
C 2.33049 1.69477 -2.88764  0.072
C 4.85536 3.85015 -1.22970  0.057
H -3.21801 -2.32763 -3.78134  0.113
H -4.30049 -1.25516 -2.81701  0.124
H -3.35317 -2.42611 -1.97323  0.116
H -2.98577 -0.12401 -0.94788  0.143
H -1.03054 1.54004 -0.61802  0.128
H 0.96442 -0.60453 -3.80350  0.119
H -1.20133 -1.90593 -4.11297  0.130
H 1.04916 1.85387 0.23270  0.101
H 2.90752 3.16639 0.59385  0.091
H 4.12896 2.77357 -3.48856  0.173
H 2.16716 1.27034 -3.86722  0.134
H 4.91336 4.11761 -0.17461  0.114
H 4.69131 4.72549 -1.85816  0.136
H 5.78675 3.31685 -1.41991  0.129
C 1.07507 3.18441 8.02285  0.075
N -0.04763 3.34806 7.05333  -0.071
C 0.22091 3.17284 5.79645  -0.031
C -0.80896 3.03538 4.83619  0.042
C -2.16783 3.17276 5.25778  -0.091
C -2.38439 3.43780 6.60815  0.071
C -1.29940 3.54730 7.49445  0.071
C -3.29415 2.80774 4.24912  -0.059
C -3.15461 1.80404 3.24280  0.021
C -4.14233 1.48654 2.34098  -0.008
N -5.37973 2.02128 2.48201  -0.105
C -5.62429 2.90560 3.52310  0.088
C -4.61971 3.33443 4.42271  0.088
C -6.46151 1.61929 1.63156  0.040
H 1.93970 3.77161 7.71346  0.122
H 1.31232 2.12057 8.01607  0.122
H 0.77839 3.42878 9.04283  0.123
H 1.23087 2.97294 5.47023  0.093
H -0.66003 2.79711 3.79339  0.087
H -3.39687 3.50111 6.97867  0.141
H -1.55345 3.78066 8.51788  0.169
H -2.16714 1.39914 3.07740  0.107
H -4.05501 0.81321 1.50110  0.131
H -6.65255 3.21574 3.63668  0.159
H -4.84262 4.17383 5.06468  0.143
H -6.06192 1.72891 0.62339  0.113
H -7.30997 2.29779 1.72026  0.130
H -6.55615 0.58305 1.95614  0.132
C 3.62217 -0.69140 0.70476  0.054
N 3.14844 -1.59400 -0.41472  -0.066
C 4.00906 -2.11676 -1.32379  0.057
C 3.57444 -3.07628 -2.24818  0.089
C 2.23570 -3.46570 -2.36323  -0.094
C 1.38481 -2.80490 -1.45982  0.046
C 1.87108 -1.89423 -0.50646  -0.029
C 1.67368 -4.29791 -3.47893  -0.157
C 2.00537 -5.60631 -3.54646  0.076
C 1.37076 -6.47806 -4.49543  0.115
N 0.51688 -5.90337 -5.40329  -0.048
C 0.41369 -4.52912 -5.49833  0.046
C 0.90170 -3.74889 -4.48833  0.008
C -0.24175 -6.84177 -6.27812  0.061
H 3.96349 0.23929 0.25153  0.087
H 4.34851 -1.28740 1.25732  0.131
H 2.86532 -0.34907 1.41051  0.063
H 5.00996 -1.72358 -1.22381  0.163
H 4.33373 -3.46009 -2.91344  0.153
H 0.30830 -2.89056 -1.44620  0.128
H 1.21679 -1.43670 0.22084  0.144
H 2.67924 -6.05473 -2.83146  0.152
H 1.45054 -7.54785 -4.37060  0.170
H -0.23907 -4.19163 -6.28979  0.157
H 0.84781 -2.69623 -4.72370  0.113
H -0.57808 -6.28930 -7.15548  0.115
H -1.08651 -7.25563 -5.72749  0.126
H 0.39272 -7.65265 -6.63593  0.126
Cl 2.40096 2.11052 3.06134  0.270

no.,E (Eh)
1,-29821.223718
2,-5618.713372
3,-2183.164590